Formula: C10H28F6N5O6P
Source: the OMol25 dataset
Level of theory: ωB97M-V/def2-TZVPD

XYZ file:
```
56
C10H28F6N5O6P, DFT ωB97M-V/def2-TZVPD
O 1.038 -0.137 -0.618
H 1.044 -1.042 -0.297
H 1.864 0.267 -0.341
H 0.319 0.297 -0.154
P 0.676 -2.302 -3.053
F 0.357 -0.741 -3.383
F 1.153 -2.409 -4.579
F 2.221 -1.886 -2.365
F 1.013 -3.888 -2.942
F -0.003 -2.222 -1.544
F -0.767 -2.685 -3.695
O -0.907 3.598 -1.864
C -1.238 2.709 -2.565
N -0.705 2.632 -3.783
C -2.116 1.615 -2.090
H -1.139 1.934 -4.371
H -0.069 3.275 -4.232
H -1.612 0.649 -2.126
H -3.045 1.442 -2.633
H -2.325 1.785 -1.034
O -3.655 -2.121 -1.130
C -3.334 -1.666 -0.058
N -2.235 -1.019 0.071
C -4.264 -1.563 1.092
H -1.851 -0.713 0.953
H -1.643 -1.136 -0.739
H -5.255 -1.210 0.808
H -3.844 -0.963 1.899
H -4.425 -2.601 1.380
O 0.450 -1.788 1.411
C 0.548 -2.935 1.743
N 0.581 -3.827 0.807
C 0.918 -3.297 3.127
H 0.307 -3.429 -0.080
H 0.458 -4.791 1.081
H 1.859 -3.829 2.989
H 0.185 -3.924 3.635
H 1.116 -2.405 3.723
O -0.341 1.398 1.035
C -0.883 2.310 1.503
N -0.832 3.510 0.962
C -1.880 2.148 2.663
H -0.583 3.666 -0.004
H -1.033 4.299 1.561
H -1.623 1.335 3.341
H -2.782 1.958 2.081
H -2.145 2.987 3.308
O 3.236 1.142 0.045
C 4.196 1.582 0.552
N 5.352 1.526 -0.135
C 4.132 2.149 1.974
H 5.020 1.121 -0.999
H 6.101 2.192 -0.013
H 4.366 3.213 2.014
H 4.871 1.671 2.617
H 3.153 2.120 2.453
```

For the relative energy (zero: lowest compared OMol25 entry of this formula, charge and spin), the calculation gives 26.0 kcal per mole. For the gap between HOMO and LUMO, the calculation gives 9.320 eV. The total charge is 0.